ORCA calculation (the ωB97M-V functional and the def2-TZVPD basis) on a structure of composition Br2HOP in a non-equilibrium geometry.

Structure (XYZ):
```
5
Properties=species:S:1:pos:R:3:nbo_charge:R:1
O 0.449 -0.830 -1.079 -0.9910
P -0.501 -0.648 0.884 0.8643
Br -1.850 0.881 0.128 -0.1702
Br 1.095 0.634 1.564 -0.1654
H 0.808 -0.036 -1.497 0.4623
```

Its spin multiplicity is 1. For the LUMO energy, the calculation gives -1.1 eV. Its relative energy (zero: lowest compared OMol25 entry of this formula, charge and spin) is 2.125 eV. Its charge is 0.